Below is a 11-piece molecular cluster, C23H52O19 overall at a distorted geometry, with properties calculated with wB97M-V/def2-TZVPD.

- Strongest force on any atom: 6.258 eV/A
- HOMO-LUMO gap (alpha / beta): 0.0682 / 0.3604 hartree
- Multiplicity: 2
- Total charge: -1
- Expectation value of S²: 0.75
- Energy: -2336.922979 a.u.

Last columns: bonded neighbours and bond lengths (Å).
Positions of all 94 atoms, in Å:
1 C -4.88747 34.47106 16.83541  O2 1.396, H3 1.090, H4 1.090, H5 1.090
2 O -6.26763 34.26491 16.88745  C1 1.396, H6 0.960
3 H -4.37963 34.58373 17.79328  C1 1.090
4 H -4.40705 33.55434 16.49348  C1 1.090
5 H -4.74655 35.31098 16.15513  C1 1.090
6 H -6.53029 33.74225 17.64866  O2 0.960
7 C -1.84401 27.41698 17.41920  O8 1.374, H9 1.090, H10 1.090, H11 1.090
8 O -2.91246 27.80619 16.64739  C7 1.374, H12 0.960
9 H -1.46377 26.54791 16.88231  C7 1.090
10 H -1.14281 28.24971 17.47357  C7 1.090
11 H -2.21908 27.13576 18.40324  C7 1.090
12 H -2.57100 28.11376 15.80455  O8 0.960
13 C -4.62371 24.92926 13.52016  O14 1.524, H15 1.090, H16 1.090, H17 1.090
14 O -5.18107 26.34203 13.38884  C13 1.524, H18 0.960
15 H -4.48475 24.77425 14.59010  C13 1.090
16 H -5.36791 24.14877 13.36167  C13 1.090
17 H -3.67312 24.74636 13.01914  C13 1.090
18 H -5.81115 26.37121 14.11254  O14 0.960
19 C -5.63175 30.57363 7.95535  O20 1.411, H21 1.090, H22 1.090, H23 1.090
20 O -6.17706 30.71783 9.24826  C19 1.411, H24 0.960
21 H -6.40915 30.09661 7.35853  C19 1.090
22 H -5.34301 31.42795 7.34309  C19 1.090
23 H -4.69228 30.02343 8.00806  C19 1.090
24 H -6.42878 29.82209 9.48466  O20 0.960
25 C -9.84823 29.24636 10.58718  O26 1.469, H27 1.090, H28 1.090, H29 1.090
26 O -9.62287 28.54500 11.85867  C25 1.469, H30 0.960
27 H -8.89752 29.67429 10.26918  C25 1.090
28 H -10.23419 28.66073 9.75281  C25 1.090
29 H -10.47711 30.12096 10.75351  C25 1.090
30 H -8.91732 27.91606 11.69065  O26 0.960
31 C -8.43942 30.28070 18.05855  O32 1.448, H33 1.090, H34 1.090, H35 1.090
32 O -7.21703 31.05624 18.03304  C31 1.448, H36 0.960
33 H -8.29657 29.39441 17.44033  C31 1.090
34 H -8.76532 30.01554 19.06433  C31 1.090
35 H -9.23712 30.87506 17.61301  C31 1.090
36 H -6.49135 30.48185 18.28816  O32 0.960
37 C -8.04762 24.90062 11.94793  O38 1.420, H39 1.090, H40 1.090, H41 1.090
38 O -7.97420 26.31440 11.83686  C37 1.420, H42 0.960
39 H -7.23571 24.53076 11.32175  C37 1.090
40 H -7.49464 24.57281 12.82819  C37 1.090
41 H -8.93368 24.33264 11.66437  C37 1.090
42 H -7.10163 26.65549 12.04634  O38 0.960
43 C -1.97077 29.10600 11.01967  C44 1.524, H50 1.090, H51 1.090, H52 1.090
44 C -1.37483 28.77192 9.65782  C43 1.524, C45 1.491, O49 1.403, H53 1.090
45 C -2.11715 27.93755 8.66987  C44 1.491, O46 1.397, H54 1.090, H55 1.090
46 O -2.02159 28.47524 7.38426  C45 1.397, C47 1.426
47 C -1.62419 29.82453 7.61912  O46 1.426, O48 1.201, O49 1.350
48 O -1.60062 30.71527 6.81430  C47 1.201
49 O -1.38865 29.97675 8.93947  C44 1.403, C47 1.350
50 H -2.34659 28.19714 11.48957  C43 1.090
51 H -2.82249 29.76896 10.86742  C43 1.090
52 H -1.23541 29.49003 11.72669  C43 1.090
53 H -0.33735 28.49857 9.85021  C44 1.090
54 H -3.16898 27.87275 8.94835  C45 1.090
55 H -1.82936 26.91683 8.92170  C45 1.090
56 C -10.53448 34.87983 15.20481  C57 1.522, H63 1.090, H64 1.090, H65 1.090
57 C -9.14745 35.48812 15.05705  C56 1.522, C58 1.559, O62 1.425, H66 1.090
58 C -8.19313 34.79673 14.03564  C57 1.559, O59 1.429, H67 1.090, H68 1.090
59 O -7.83635 35.88983 13.18724  C58 1.429, C60 1.243
60 C -8.48470 36.92762 13.40291  O59 1.243, O61 1.228, O62 1.337
61 O -8.34205 38.02592 12.87174  C60 1.228
62 O -9.37687 36.71820 14.37624  C57 1.425, C60 1.337
63 H -11.27475 35.66590 15.35389  C56 1.090
64 H -10.66938 34.05816 15.90819  C56 1.090
65 H -10.77932 34.43968 14.23816  C56 1.090
66 H -8.47954 35.64434 15.90416  C57 1.090
67 H -8.74505 34.02008 13.50621  C58 1.090
68 H -7.31732 34.38026 14.53326  C58 1.090
69 C -1.46207 34.98558 17.98078  C70 1.548, H76 1.090, H77 1.090, H78 1.090
70 C -1.49240 33.43839 17.93418  C69 1.548, C71 1.509, O75 1.353, H79 1.090
71 C -0.87939 32.71894 16.75723  C70 1.509, O72 1.422, H80 1.090, H81 1.090
72 O -0.31058 31.56928 17.37127  C71 1.422, C73 1.307
73 C -0.34059 31.70560 18.67083  O72 1.307, O74 1.282, O75 1.349
74 O 0.12660 30.88668 19.53968  C73 1.282
75 O -0.77541 32.94657 18.97071  C70 1.353, C73 1.349
76 H -0.50152 35.48693 17.86206  C69 1.090
77 H -1.84880 35.23979 18.96765  C69 1.090
78 H -2.15109 35.37470 17.23115  C69 1.090
79 H -2.54578 33.16275 17.98426  C70 1.090
80 H -0.02173 33.23140 16.32145  C71 1.090
81 H -1.69144 32.40728 16.10032  C71 1.090
82 C -6.67629 29.47328 13.30743  C83 1.459, H89 1.090, H90 1.090, H91 1.090
83 C -5.59499 30.44240 13.45179  C82 1.459, C84 1.525, O88 1.388, H92 1.090
84 C -5.35018 31.01758 14.84279  C83 1.525, O85 1.462, H93 1.090, H94 1.090
85 O -3.92471 30.83008 15.10582  C84 1.462, C86 1.379
86 C -3.46522 29.96445 14.13617  O85 1.379, O87 1.215, O88 1.336
87 O -2.39944 29.38013 14.13924  C86 1.215
88 O -4.45275 29.67214 13.28559  C83 1.388, C86 1.336
89 H -6.89913 29.06080 12.32340  C82 1.090
90 H -7.61932 29.95076 13.57353  C82 1.090
91 H -6.54922 28.63785 13.99591  C82 1.090
92 H -5.70049 31.23845 12.71472  C83 1.090
93 H -5.97064 30.44532 15.53245  C84 1.090
94 H -5.71359 32.04512 14.85631  C84 1.090